The following is a quantum chemistry calculation of 3 unconnected molecules or ions with the total composition C20H37Cl2IN4O3, from OMol25.

Results
highest occupied orbital energy	-0.342	Ha
orbital gap	0.32383	Eh
structure (SMILES)	C/C(Cl)=C(\Cl)[C@@](I)(C#N)[C@@](O)(C#N)CCC(C)C.COC[C@@H](C)N.COC[C@@H](C)N

Structure (XYZ):
```
67
Properties=species:S:1:pos:R:3:forces:R:3:nbo_charge:R:1
C -4.451920 -2.891392 -5.448871 0.1 -0.2 0.0 -0.655
C -3.239682 -3.120402 -4.591829 0.0 0.1 -0.1 0.006
Cl -2.112765 -4.264038 -5.229042 0.0 0.0 0.0 0.045
C -3.032740 -2.530875 -3.410564 0.1 0.0 0.0 -0.104
Cl -4.290212 -1.469720 -2.870665 -0.1 0.0 0.0 0.052
C -1.834718 -2.750216 -2.497362 0.1 0.2 -0.1 -0.245
I -1.901448 -4.788240 -1.722469 0.0 0.0 0.0 0.203
C -0.583961 -2.580081 -3.254617 -0.5 -0.3 0.2 0.259
N 0.406462 -2.449933 -3.813752 0.3 0.1 -0.2 -0.280
C -1.710902 -1.780424 -1.265751 0.1 0.1 0.1 0.142
O -1.755374 -0.471080 -1.801566 -0.1 -0.2 0.1 -0.739
C -2.847281 -1.978946 -0.335904 0.2 -0.1 -0.4 0.266
N -3.747034 -2.072794 0.365237 -0.2 0.0 0.3 -0.294
C -0.346163 -1.947215 -0.550469 0.0 0.2 -0.1 -0.436
C -0.273656 -1.390575 0.881156 0.1 0.1 0.1 -0.401
C -0.119067 -2.421870 2.011698 0.0 0.0 0.1 -0.214
C 1.035811 -3.393041 1.735879 -0.1 -0.1 -0.1 -0.613
C -1.395243 -3.190781 2.345563 0.0 0.0 -0.2 -0.611
H -5.335313 -3.304398 -4.953364 0.0 0.1 0.0 0.240
H -4.331697 -3.397712 -6.404107 0.0 0.1 0.0 0.235
H -4.614840 -1.825672 -5.614380 0.0 -0.1 0.0 0.241
H -2.261613 0.120798 -1.216101 0.1 0.2 0.0 0.524
H 0.314600 -1.356486 -1.188541 0.0 -0.2 0.0 0.241
H 0.016810 -2.973169 -0.594953 -0.1 0.0 0.1 0.229
H 0.615196 -0.756011 0.945252 -0.1 0.0 0.0 0.221
H -1.123934 -0.728556 1.089443 0.0 -0.1 0.0 0.209
H 0.152688 -1.842988 2.902661 0.0 0.0 -0.1 0.205
H 0.696914 -4.236738 1.124066 0.1 0.1 0.0 0.200
H 1.860925 -2.909106 1.204793 0.0 0.0 0.1 0.205
H 1.414956 -3.810374 2.671110 0.0 0.0 -0.1 0.215
H -1.727023 -3.797509 1.495674 0.1 0.0 0.1 0.200
H -2.217433 -2.517203 2.594811 0.1 -0.1 0.0 0.218
H -1.223850 -3.868188 3.186385 0.0 0.0 0.0 0.208
C -1.808146 2.933539 1.475803 0.0 0.0 0.0 -0.616
C -1.233872 2.826809 0.068138 -0.1 -0.1 0.1 -0.077
C -0.764219 4.159063 -0.523837 0.0 0.0 0.0 -0.072
O -1.810862 5.011200 -0.943137 0.0 0.0 0.0 -0.547
C -2.366181 5.839612 0.059667 0.0 0.0 0.0 -0.247
N -2.203030 2.146831 -0.797360 0.0 -0.1 -0.3 -0.852
H -2.809969 3.364123 1.466553 0.0 0.0 0.0 0.204
H -1.885473 1.943297 1.924591 0.0 0.0 0.0 0.222
H -1.175162 3.551016 2.115195 0.0 0.0 0.0 0.208
H -0.346499 2.185890 0.120010 0.0 0.0 0.0 0.187
H -0.180085 3.948875 -1.423375 0.0 0.0 0.0 0.186
H -0.108638 4.683671 0.183444 0.0 0.0 0.0 0.167
H -1.599796 6.171059 0.767515 0.0 0.0 0.0 0.168
H -3.165168 5.339850 0.612840 0.0 0.0 0.0 0.165
H -2.785425 6.713315 -0.437341 0.0 0.0 0.0 0.192
H -1.777088 1.986429 -1.707731 0.0 0.1 0.0 0.366
H -2.972428 2.784987 -0.982703 0.0 0.0 0.1 0.369
C 4.807912 -0.449238 2.529119 0.0 0.0 0.0 -0.614
C 3.967531 0.169180 1.418141 0.0 0.0 0.1 -0.080
C 4.682878 1.273031 0.631475 0.0 0.0 -0.1 -0.072
O 4.793345 2.504634 1.318163 0.0 0.0 0.0 -0.549
C 5.903738 2.623777 2.185049 0.0 0.0 0.0 -0.247
N 2.689558 0.614969 1.979120 0.0 0.1 -0.1 -0.829
H 4.879283 0.215331 3.390957 0.0 0.0 0.0 0.202
H 4.347940 -1.375770 2.871563 0.0 0.0 0.0 0.222
H 5.818843 -0.673911 2.184439 0.0 0.0 0.0 0.205
H 3.743360 -0.621514 0.693441 0.0 0.0 0.0 0.188
H 4.095874 1.491090 -0.264530 0.0 0.0 0.0 0.183
H 5.674665 0.934116 0.303992 0.0 0.0 0.0 0.165
H 6.779399 2.107301 1.779054 0.0 0.0 0.0 0.168
H 5.693284 2.229794 3.182458 0.0 0.0 0.0 0.165
H 6.133399 3.684792 2.274720 0.0 0.0 0.0 0.191
H 2.082982 0.925474 1.225279 0.0 0.0 0.0 0.348
H 2.861557 1.452311 2.529864 0.0 -0.1 0.1 0.358
```
Positions in Å, forces in eV/Å.

The following is a quantum chemistry calculation of 4 unconnected molecules or ions with the total composition C20H37F3O8S3 at a distorted geometry, from OMol25.

Results
energy above the lowest of the compared OMol25 structures with the same formula, charge and spin	0.00	kJ/mol
highest occupied orbital energy	-0.361	Ha
orbital gap	0.37603	Eh
structure (SMILES)	FC(F)(F)COCC[C@H]1CCCO1.O=S1(=O)CCCC1.O=S1(=O)CCCC1.O=S1(=O)CCCC1

Structure (XYZ):
```
71
Properties=species:S:1:pos:R:3:forces:R:3:mulliken_charge:R:1
F -0.974050 2.323727 0.737073 -0.4 -0.3 -0.2 -0.315
C -2.095213 1.585643 0.545889 0.2 -0.3 -0.5 1.031
F -1.719398 0.390126 0.016160 -0.4 1.2 0.4 -0.268
F -2.835303 2.234518 -0.399246 0.4 -0.4 0.3 -0.301
C -2.882029 1.438033 1.850111 0.1 -0.1 -0.2 -0.831
O -3.332134 0.126827 1.971110 0.1 -0.1 -0.3 -0.248
C -3.732092 -0.206392 3.281133 -0.1 -0.4 0.3 -0.809
C -2.620600 -0.740466 4.206286 -0.1 0.3 -0.3 -1.021
C -1.192627 -0.746599 3.711747 0.3 -0.3 0.6 0.982
C -0.178547 -0.770347 4.898704 0.5 -0.7 -0.6 -0.879
C 0.762212 -1.914795 4.504934 -0.1 -0.6 -0.5 -0.768
C 0.490449 -1.998317 3.002339 0.6 0.7 0.6 -0.334
O -0.915713 -1.919855 2.965253 -0.4 -0.1 -0.5 -0.510
H -3.708819 2.143495 1.796016 -0.2 0.2 0.1 0.379
H -2.235741 1.721402 2.674522 0.2 0.1 0.1 0.424
H -4.226781 0.635605 3.759519 -0.1 0.3 0.0 0.368
H -4.490027 -0.971141 3.170293 -0.2 -0.2 -0.1 0.367
H -2.839036 -1.766331 4.478549 -0.1 -0.2 0.1 0.341
H -2.641693 -0.168401 5.124903 0.0 0.2 0.3 0.372
H -0.922836 0.080167 3.057883 -0.2 0.4 0.0 -0.033
H 0.383024 0.154772 4.924290 -0.1 0.3 0.3 0.341
H -0.624381 -1.019163 5.850297 -0.3 0.4 0.3 0.389
H 1.801722 -1.805723 4.784489 0.2 0.3 0.0 0.375
H 0.431513 -2.866248 4.912033 -0.1 -0.1 0.3 0.313
H 0.896534 -2.833406 2.456865 -0.3 -0.4 -0.1 0.539
H 0.907129 -1.077101 2.573609 0.1 0.0 -0.4 0.071
C 0.741053 -2.048084 -3.016694 0.0 0.0 0.1 -0.557
C 0.396948 -0.688550 -2.392430 0.0 0.0 0.0 -0.107
C 0.653352 -0.800966 -0.886976 -0.1 0.1 -0.1 -0.596
S 1.939526 -2.028180 -0.694596 0.1 0.0 -0.1 1.148
O 1.399685 -3.164468 0.009086 0.1 -0.1 0.1 -0.674
O 3.152970 -1.392426 -0.233722 0.1 -0.1 0.1 -0.614
C 2.093306 -2.452807 -2.425464 -0.2 0.1 -0.2 -0.828
H 0.778994 -1.997750 -4.102891 0.0 0.0 0.0 0.458
H -0.019699 -2.780625 -2.743113 0.0 0.0 0.0 0.256
H 1.036451 0.086068 -2.822709 0.1 0.0 0.0 0.273
H -0.636512 -0.412103 -2.584182 0.0 0.0 0.0 -0.195
H 0.995455 0.131221 -0.444738 0.0 0.0 0.1 0.442
H -0.219812 -1.164553 -0.351194 0.1 -0.1 0.0 0.281
H 2.319245 -3.512533 -2.512808 0.0 0.0 0.1 0.441
H 2.907958 -1.858150 -2.837551 0.0 0.0 0.0 0.316
C 6.679138 0.891391 0.248147 -0.1 0.1 0.0 -0.705
C 5.231646 1.163132 -0.183430 0.1 0.1 0.1 -0.275
C 4.927667 2.631125 0.146128 -0.1 -0.3 -0.1 -0.715
S 6.499371 3.500606 0.062979 0.0 -0.1 -0.1 1.159
O 6.830135 3.985744 1.378964 0.0 0.1 0.0 -0.655
O 6.509435 4.388952 -1.071232 0.0 0.1 0.1 -0.671
C 7.503533 2.059856 -0.285174 0.0 -0.3 0.0 -0.724
H 7.042664 -0.059760 -0.136187 0.0 0.0 0.0 0.347
H 6.742676 0.859602 1.337580 0.0 0.0 0.0 0.327
H 5.134731 0.997730 -1.257941 0.0 0.0 0.0 0.245
H 4.530663 0.495532 0.308750 0.0 0.0 0.0 0.177
H 4.244140 3.090347 -0.562709 0.0 0.1 0.0 0.367
H 4.545992 2.750594 1.157845 0.1 0.1 0.0 0.376
H 8.470804 2.179956 0.196207 0.0 0.1 0.0 0.417
H 7.625818 2.003059 -1.366025 0.0 0.0 0.0 0.348
C -5.335368 1.212172 -3.812373 0.0 -0.1 0.0 -0.647
C -5.622347 0.359849 -2.567689 0.1 0.0 0.0 -0.253
C -5.173510 -1.073714 -2.880806 -0.2 0.1 0.2 -0.706
S -3.844480 -0.926510 -4.082607 -0.1 0.1 0.1 1.017
O -4.266782 -1.521566 -5.323253 0.1 -0.1 0.0 -0.687
O -2.596332 -1.307371 -3.470275 0.1 -0.1 -0.1 -0.554
C -3.915955 0.855366 -4.242007 -0.1 0.2 0.0 -0.632
H -5.430532 2.276465 -3.605226 0.0 0.0 0.0 0.360
H -6.038625 0.960032 -4.608409 0.0 0.0 0.0 0.309
H -5.052955 0.747536 -1.720937 0.0 0.0 0.0 -0.035
H -6.675498 0.386284 -2.294301 0.0 0.0 0.0 0.347
H -4.791265 -1.595423 -2.007661 0.1 -0.1 0.0 0.381
H -5.964082 -1.658596 -3.345631 0.0 0.0 -0.1 0.362
H -3.678969 1.127548 -5.267419 0.0 -0.1 0.0 0.461
H -3.176197 1.273938 -3.560090 0.0 0.0 0.0 0.244
```
Positions in Å, forces in eV/Å.

The following is a quantum chemistry calculation of a molecular structure, C20H37GdN2O2P2 at a distorted geometry, from OMol25.

Results
2S+1	8
highest occupied orbital energy (spin up / spin down)	-0.250 / -0.238	Ha
orbital gap (spin up / spin down)	0.26442 / 0.24875	Eh

Structure (XYZ):
```
64
Properties=species:S:1:pos:R:3:forces:R:3:mulliken_charge:R:1
C 3.324119 3.959085 -0.636012 0.2 -0.4 -0.3 -0.911
C 2.388132 3.038024 -0.167795 0.0 -0.3 0.2 0.490
N 2.192781 1.835050 -0.767380 0.7 0.9 -0.5 0.362
C 2.900188 1.553524 -1.889066 -0.1 -0.1 0.1 0.647
C 3.840155 2.435002 -2.413286 -0.2 0.2 0.2 -0.889
C 4.064517 3.652682 -1.775304 -0.4 -0.3 0.3 -0.522
C 1.587822 3.432635 1.072521 0.1 0.2 0.3 -0.800
P 0.959265 1.986188 2.024497 0.3 0.2 -0.4 0.711
Gd 0.334866 0.258356 0.021630 -1.8 -1.9 2.2 -0.298
P 1.023437 -0.538694 -2.492347 0.4 0.5 0.2 0.790
C 2.719064 0.218908 -2.632490 -0.1 -0.2 -0.2 -1.138
O -0.876529 4.733396 0.514117 -0.6 1.2 -0.9 -0.649
O -2.600593 2.604214 0.347436 -0.3 -0.6 -0.1 -0.737
H 3.468302 4.874714 -0.069298 0.0 -0.1 -0.3 0.471
H 4.353632 2.147815 -3.324872 0.1 0.2 0.2 0.439
H 4.794724 4.345214 -2.155599 0.2 0.1 -0.1 0.426
C 2.303819 1.406313 3.111211 0.0 0.3 0.4 -1.303
C -0.454571 2.500077 3.026233 0.2 0.5 0.4 -0.982
H 2.909169 0.374466 -3.710073 0.2 0.0 0.4 0.457
H 3.461280 -0.527841 -2.271589 -0.5 0.5 -0.1 0.346
H 0.709544 4.096777 0.791610 1.0 -1.0 0.3 0.275
H 2.237212 4.011745 1.751156 -0.1 0.0 -0.4 0.527
C 1.215364 -2.327181 -2.695961 0.2 -0.1 -0.6 -1.150
C 0.032377 0.137006 -3.857680 0.1 -0.4 -0.4 -1.293
H -1.989393 2.233757 -0.350806 0.1 -0.1 0.2 0.283
H -3.068588 1.819648 0.685830 0.2 0.5 -0.1 0.320
H -1.623735 4.105041 0.511931 0.0 0.1 -0.1 0.375
H -0.995140 5.330396 -0.260703 0.0 -0.8 0.9 0.272
H 1.731739 -0.794771 0.538042 2.4 -1.3 0.1 -0.051
H -0.698811 1.496237 -0.898680 -1.7 2.0 -1.9 -0.138
H 2.536715 2.120043 3.916907 0.0 -0.2 -0.2 0.377
H 1.959043 0.458386 3.550999 0.3 0.3 -0.1 0.392
H 3.208647 1.206879 2.518180 -0.4 0.0 0.1 0.307
H -0.159710 3.266515 3.751284 -0.3 -0.1 0.0 0.414
H -1.249361 2.876772 2.368149 0.3 -0.1 0.2 0.260
H -0.822957 1.606304 3.541791 0.0 0.2 0.0 0.362
H 0.366387 -0.206697 -4.845635 -0.1 0.1 0.1 0.401
H -0.993042 -0.211440 -3.673991 0.2 0.2 -0.2 0.302
H 0.040634 1.232834 -3.809787 0.0 -0.3 0.1 0.326
H 1.605172 -2.601463 -3.682968 0.0 -0.1 0.2 0.447
H 1.883159 -2.690748 -1.902520 -0.2 0.1 -0.2 0.320
H 0.222634 -2.768653 -2.549314 0.3 0.0 -0.2 0.316
C -1.849518 -5.103228 -0.315020 -0.2 0.2 0.2 -0.924
N -2.463482 -3.888007 -0.765632 0.4 0.2 -1.0 0.226
C -3.853845 -3.915696 -1.093400 0.0 0.0 0.3 -0.866
C -1.805518 -2.636623 -0.504192 -0.5 -0.4 0.4 -0.434
C -1.824120 -2.255913 0.979136 -0.6 0.0 0.9 1.150
C -2.658510 -2.883885 1.929820 0.2 -0.1 -0.6 -0.294
C -2.497438 -2.634269 3.295934 -0.1 0.3 -0.2 -0.806
C -1.540200 -1.721666 3.725033 0.5 0.1 0.0 -0.941
C -0.746859 -1.059290 2.766176 -0.7 -0.4 1.1 -0.477
C -0.941631 -1.281636 1.425915 0.7 0.4 -1.2 0.099
H -2.258064 -5.920603 -0.924959 0.3 0.0 0.2 0.377
H -2.049950 -5.320065 0.752449 0.1 -0.1 -0.2 0.297
H -0.761676 -5.024586 -0.451762 -0.2 -0.2 0.0 0.221
H -4.509366 -3.919614 -0.199923 -0.1 0.0 -0.3 0.238
H -4.089701 -3.027427 -1.696809 -0.1 -0.3 0.1 0.216
H -4.032407 -4.841113 -1.657519 -0.3 0.3 0.0 0.372
H -0.757809 -2.756072 -0.847661 -0.3 0.3 0.5 -0.367
H -2.279157 -1.860617 -1.146606 0.2 -0.2 0.4 0.289
H -3.450107 -3.567116 1.610606 0.4 0.0 0.1 0.166
H -3.126504 -3.153122 4.017414 0.1 0.1 -0.1 0.356
H -1.392816 -1.533585 4.791280 0.0 -0.1 -0.2 0.378
H 0.047208 -0.382383 3.099352 -0.3 -0.1 0.1 0.170
```
Positions in Å, forces in eV/Å.